# 1
A molecular structure, C39H51BrCl2LaN6O5P2Te in a non-equilibrium geometry. Source: the OMol25 dataset; level of theory: ωB97M-V/def2-TZVPD.

Structure (XYZ):
```
108
Properties=species:S:1:pos:R:3:mulliken_charge:R:1
La -17.26 -6.71 12.24 3.02
Cl -24.08 -9.00 13.50 -0.26
C -22.54 -8.19 13.77 0.02
C -21.40 -8.75 13.25 -0.42
C -20.16 -8.11 13.37 -0.74
N -19.01 -8.57 12.71 0.95
C -18.80 -9.88 12.59 -0.68
O -19.37 -10.82 13.15 -0.80
C -17.82 -10.25 11.50 0.51
C -17.81 -11.57 11.03 -0.65
C -17.01 -11.88 9.95 -0.74
C -16.26 -10.86 9.37 -1.49
C -16.29 -9.61 9.91 -0.47
N -17.06 -9.29 10.97 0.87
C -20.08 -6.90 14.12 0.07
C -21.26 -6.35 14.62 -0.63
C -22.48 -6.99 14.45 -0.12
Cl -23.94 -6.26 15.12 -0.26
N -18.80 -6.37 14.30 0.18
C -18.51 -5.61 15.36 -0.21
O -19.28 -5.10 16.18 -0.83
C -17.04 -5.37 15.59 -0.04
C -16.62 -4.70 16.72 -0.58
C -15.27 -4.49 16.94 -0.62
C -14.34 -4.96 16.02 -0.95
C -14.85 -5.63 14.92 -0.21
N -16.14 -5.84 14.71 1.16
H -21.42 -9.69 12.75 0.63
H -18.44 -12.30 11.54 0.57
H -16.97 -12.90 9.57 0.43
H -15.59 -11.03 8.52 0.50
H -15.71 -8.79 9.49 0.79
H -21.20 -5.44 15.18 0.64
H -17.40 -4.34 17.38 0.55
H -14.94 -3.96 17.83 0.37
H -13.27 -4.79 16.10 0.51
H -14.13 -6.00 14.18 -0.22
C -14.71 -9.08 14.86 -1.28
C -13.75 -8.70 13.74 -0.29
O -14.42 -8.06 12.68 0.18
P -13.83 -7.19 11.47 -0.92
O -15.02 -6.40 11.01 0.51
Te -12.03 -5.86 12.18 -0.41
O -13.51 -8.27 10.35 -0.14
C -13.03 -9.57 10.54 -0.02
C -11.53 -9.62 10.78 -1.53
H -14.14 -9.53 15.68 0.43
H -15.43 -9.83 14.53 0.33
H -15.23 -8.21 15.24 0.12
H -13.24 -9.62 13.37 0.26
H -12.98 -8.03 14.17 0.36
H -13.23 -10.10 9.61 0.37
H -13.57 -10.04 11.37 0.20
H -11.00 -9.19 9.95 0.36
H -11.23 -10.65 10.89 0.45
H -11.23 -9.12 11.71 0.30
Br -18.89 -0.59 13.73 -0.19
C -17.56 -1.70 12.98 -0.43
C -16.51 -1.17 12.26 -0.27
C -15.61 -2.03 11.67 -0.95
C -15.75 -3.39 11.88 -0.41
N -16.79 -3.91 12.55 0.69
C -17.66 -3.08 13.11 -0.47
H -16.41 -0.09 12.15 0.40
H -14.77 -1.72 11.04 0.49
H -15.05 -4.08 11.42 0.22
H -18.46 -3.51 13.71 0.33
C -16.59 -6.53 7.99 -2.02
C -17.63 -5.41 7.73 2.59
C -18.16 -5.58 6.29 -2.00
C -16.78 -4.12 7.87 -2.20
P -18.90 -5.45 9.13 -0.67
N -18.26 -5.72 10.51 0.63
C -20.21 -6.78 8.77 2.93
C -21.18 -6.55 7.60 -2.04
C -21.01 -6.99 10.09 -2.59
C -19.42 -8.09 8.55 -2.25
C -19.77 -3.76 9.04 2.68
C -21.04 -3.81 9.95 -2.19
C -18.88 -2.71 9.72 -2.26
C -20.20 -3.22 7.63 -2.11
H -15.87 -6.51 7.16 0.71
H -16.99 -7.55 8.01 0.19
H -16.04 -6.35 8.91 -0.06
H -17.34 -5.38 5.58 0.52
H -18.98 -4.90 6.05 0.24
H -18.48 -6.60 6.09 0.36
H -15.83 -4.27 7.34 0.61
H -16.48 -4.01 8.90 0.33
H -17.24 -3.21 7.51 0.35
H -21.79 -5.69 7.82 0.36
H -21.84 -7.42 7.53 0.52
H -20.71 -6.39 6.63 0.23
H -21.75 -6.21 10.29 0.25
H -20.34 -7.08 10.94 0.54
H -21.55 -7.94 10.03 0.67
H -18.96 -8.16 7.58 0.34
H -20.08 -8.94 8.62 0.68
H -18.67 -8.23 9.31 0.27
H -20.80 -4.19 10.92 0.32
H -21.83 -4.40 9.51 0.37
H -21.43 -2.80 10.07 0.68
H -18.45 -3.13 10.62 0.44
H -19.46 -1.85 10.06 0.63
H -18.06 -2.32 9.11 0.24
H -20.95 -3.82 7.14 0.27
H -19.35 -3.10 6.98 0.34
H -20.61 -2.23 7.81 0.57
```

Computed properties:
HOMO: -4.7 eV
LUMO: 2.07 eV
Net charge: -1

# 2
A molecular structure, C39H52AsBaIN5P2SSi2 in a non-equilibrium geometry. Source: the OMol25 dataset; level of theory: ωB97M-V/def2-TZVPD.

Structure (XYZ):
```
104
Properties=species:S:1:pos:R:3:mulliken_charge:R:1
Ba -0.06 0.66 -0.67 0.93
C 2.66 -1.84 2.57 -1.07
C 1.60 -2.75 2.08 -1.61
P 0.03 -1.82 1.60 0.45
C -0.41 -1.03 3.15 1.12
C -0.56 0.39 3.13 0.43
C -0.88 1.10 4.29 -1.15
C -0.92 0.45 5.50 -0.51
C -0.74 -0.96 5.57 -1.04
C -0.41 -1.65 4.43 -0.22
C -1.19 -3.15 1.33 0.70
C -1.42 -3.48 0.02 -0.46
C -2.25 -4.51 -0.30 -0.65
C -2.88 -5.23 0.71 -0.70
C -2.75 -4.80 2.06 -0.47
C -1.86 -3.80 2.36 -0.65
P 3.06 -0.74 1.13 1.62
C 3.99 -1.84 0.05 0.46
C 5.38 -2.22 0.21 -0.41
C 5.92 -3.18 -0.64 -0.81
C 5.11 -3.76 -1.60 -0.54
C 3.80 -3.39 -1.80 -0.81
C 3.23 -2.43 -0.94 -1.27
C 4.35 0.49 1.65 0.47
C 4.12 1.28 2.76 -0.53
C 4.93 2.38 3.02 -0.60
C 6.03 2.69 2.25 -0.70
C 6.27 1.91 1.12 -0.67
C 5.42 0.84 0.82 -0.64
H 3.60 -2.38 2.93 0.54
H 2.33 -1.18 3.41 0.37
H 1.37 -3.50 2.85 0.70
H 1.99 -3.37 1.25 0.72
H -0.51 0.87 2.17 -0.04
H -1.01 2.17 4.35 0.54
H -1.13 0.94 6.41 0.45
H -0.78 -1.46 6.53 0.45
H -0.28 -2.75 4.40 0.41
H -0.97 -2.88 -0.78 0.27
H -2.47 -4.77 -1.31 0.45
H -3.59 -6.03 0.51 0.34
H -3.32 -5.33 2.83 0.45
H -1.75 -3.45 3.36 0.33
H 5.91 -1.76 1.04 0.55
H 6.96 -3.38 -0.47 0.46
H 5.55 -4.56 -2.20 0.38
H 3.17 -3.93 -2.54 0.48
H 2.18 -2.20 -1.04 1.13
H 3.21 1.16 3.40 0.16
H 4.71 2.99 3.90 0.43
H 6.69 3.52 2.40 0.41
H 7.11 2.06 0.46 0.40
H 5.62 0.26 -0.05 0.60
C -1.36 3.02 -5.55 -1.07
C -1.64 1.61 -5.15 0.31
C -0.56 0.77 -4.61 -0.15
N -0.42 0.44 -3.36 -0.14
N 0.73 -0.25 -3.10 -0.24
C 1.51 -0.36 -4.13 0.34
N 2.70 -1.02 -4.12 -0.31
S 0.80 0.26 -5.58 -0.18
H -2.08 3.23 -6.27 0.44
H -0.39 3.14 -6.07 0.28
H -1.33 3.76 -4.74 0.20
H -2.08 1.03 -5.98 0.52
H -2.43 1.60 -4.41 -0.52
H 2.99 -1.42 -3.25 -0.04
H 3.44 -0.76 -4.77 0.24
C -1.84 3.22 -1.87 -0.32
Si -3.35 2.35 -1.13 0.68
C -4.23 3.82 -0.30 -1.22
C -4.49 1.74 -2.52 -1.12
As -2.82 0.54 0.30 -0.32
Si -4.73 0.04 1.66 0.05
C -5.89 -0.89 0.44 -1.00
C -5.71 1.51 2.17 -1.05
C -4.07 -0.96 3.11 -0.45
H -2.19 4.13 -2.35 0.58
H -1.33 2.62 -2.64 -0.76
H -1.11 3.51 -1.10 0.43
H -4.43 4.67 -0.96 0.35
H -3.66 4.20 0.53 0.32
H -5.15 3.49 0.07 0.29
H -4.75 2.53 -3.21 0.40
H -5.36 1.28 -2.08 0.28
H -4.04 0.90 -3.11 0.22
H -6.35 -0.06 -0.11 0.22
H -6.65 -1.51 0.93 0.42
H -5.27 -1.49 -0.26 0.26
H -6.01 2.12 1.33 0.19
H -5.22 2.16 2.87 0.32
H -6.63 1.14 2.60 0.38
H -4.65 -0.87 4.03 0.49
H -3.02 -0.67 3.39 -0.07
H -3.90 -2.09 2.93 0.08
I 5.29 2.08 -3.17 0.10
C 3.42 2.82 -2.70 -0.79
C 2.44 3.27 -3.54 -0.33
N 1.33 3.43 -2.76 0.18
N 1.53 3.03 -1.54 -0.50
C 2.81 2.66 -1.44 -0.20
H 2.41 3.49 -4.54 0.63
H 0.40 3.68 -3.09 0.22
H 3.22 2.35 -0.51 0.75
```

Computed properties:
HOMO: -8.4 eV
LUMO: -2.18 eV
Net charge: +1

| no. | HOMO-LUMO gap (hartree) |
| --- | --- |
| 1 | 0.2506 |
| 2 | 0.2274 |